Molecular formula: C3H3N3O2
Method: DFT, ωB97M-V with the def2-TZVPD basis set

Each line ends with the Mulliken charge.
CARTESIAN COORDINATES (ANGSTROEM)
C -0.21184 -0.30326 0.22646  0.586
C -0.33665 1.20421 -0.10173  -0.208
C -1.52629 -0.93631 0.00383  0.582
H 2.01939 0.62915 -0.38133  0.210
H 2.91674 -1.00124 0.36399  0.313
H 0.38850 1.98733 -0.47094  0.293
N 1.85714 -0.29224 -0.05523  -0.274
N 0.84513 -0.99957 0.33774  -0.427
N -1.56431 1.44830 -0.07897  -0.364
O -2.40262 0.27684 0.41998  -0.238
O -1.98518 -2.01321 -0.26380  -0.473

Forces on the atoms, in the same order (eV/Å):
C -1.2 0.8 -1.4
C 0.4 -2.8 0.0
C -2.3 1.1 2.3
H -0.6 0.9 0.1
H -4.0 3.7 -2.1
H -1.0 -1.1 0.6
N 8.3 -5.9 2.9
N -0.6 1.0 -1.2
N -3.0 0.4 1.1
O 2.8 -0.3 -2.8
O 1.2 2.2 0.5

Calculated values
HOMO energy, eV: -9.546
Kohn-Sham gap, eV: 8.9
Net charge: 0
E_tot, Ha: -430.6576
Largest force on an atom, hartree/bohr: 0.205